Below is a molecular structure, C53H38Cl4N2O6P2SiTi in a non-equilibrium geometry, with properties calculated with wB97M-V/def2-TZVPD.

Properties
Net charge = -2
Orbital gap (alpha / beta) = 4.5 / 4.5 eV
HOMO (alpha / beta) = -0.82 / -0.82 eV
Multiplicity = 1
Relative energy (zero: lowest compared OMol25 entry of this formula, charge and spin) = 36.74 kcal per mole
Electronic energy = -6266.11928 a.u.

Cartesian coordinates (Å):
Ti1 -0.8067 0.3339 -0.3271
O1 -2.6057 -3.1475 -1.1857
C1 -2.2549 -2.0730 -0.7618
O2 -1.0695 -1.5502 -0.8844
C2 -3.1555 -1.2014 0.1045
C3 -4.4497 -1.3976 0.5276
C4 -4.9960 -0.4931 1.4343
C5 -4.2144 0.5236 1.9677
C6 -2.9163 0.6485 1.5237
N1 -2.4599 -0.1652 0.5693
C7 -1.7705 1.4726 2.0896
O3 -1.9141 2.3393 2.9212
O4 -0.6219 1.0516 1.6196
H1 -5.0167 -2.2350 0.1483
H2 -6.0246 -0.6059 1.7509
H3 -4.5860 1.1897 2.7341
C8 2.7153 -1.9088 -0.2132
Si1 1.7738 -0.2766 0.1499
C9 2.1816 -0.2253 2.0443
C10 3.3153 0.3011 2.6764
C11 3.5489 0.1284 4.0329
C12 2.6548 -0.6000 4.8068
C13 1.5120 -1.1137 4.2176
C14 1.2603 -0.9129 2.8585
P1 -0.2331 -1.5791 2.0297
C15 -1.4748 -1.4897 3.3998
C16 -2.5599 -2.3684 3.4461
C17 -3.5991 -2.1755 4.3440
C18 -3.5901 -1.0858 5.2034
C19 -2.5216 -0.2016 5.1677
C20 -1.4779 -0.3996 4.2743
C21 0.1569 -3.3948 2.0706
C22 -0.7258 -4.2581 1.4110
C23 -0.4652 -5.6176 1.3142
C24 0.7013 -6.1431 1.8501
C25 1.6056 -5.2948 2.4732
C26 1.3406 -3.9348 2.5759
C27 2.8583 0.9404 -0.8798
C28 4.0148 1.6331 -0.5126
C29 4.6740 2.4821 -1.3919
C30 4.2062 2.6337 -2.6890
C31 3.0540 1.9668 -3.0802
C32 2.3656 1.1548 -2.1810
P2 0.7397 0.3754 -2.5697
C33 1.3554 -1.0330 -3.5867
C34 1.1587 -2.3192 -3.0878
C35 1.6956 -3.4203 -3.7464
C36 2.4195 -3.2457 -4.9143
C37 2.5867 -1.9676 -5.4383
C38 2.0613 -0.8692 -4.7777
C39 0.0911 1.5060 -3.8493
C40 0.1495 2.8901 -3.6672
C41 -0.4756 3.7394 -4.5648
C42 -1.1936 3.2180 -5.6351
C43 -1.2797 1.8455 -5.8078
C44 -0.6418 0.9928 -4.9162
H4 3.6791 -1.9047 0.3060
H5 2.1479 -2.7779 0.1354
H6 2.9032 -2.0370 -1.2794
H7 4.0464 0.8484 2.0991
H8 4.4442 0.5418 4.4844
H9 2.8524 -0.7758 5.8579
H10 0.8149 -1.6912 4.8134
H11 -2.5947 -3.2162 2.7742
H12 -4.4293 -2.8724 4.3602
H13 -4.4136 -0.9215 5.8885
H14 -2.5072 0.6658 5.8164
H15 -0.6683 0.3163 4.2455
H16 -1.6105 -3.8618 0.9303
H17 -1.1694 -6.2593 0.7984
H18 0.9119 -7.2029 1.7674
H19 2.5287 -5.6919 2.8794
H20 2.0691 -3.2915 3.0501
H21 4.4225 1.5245 0.4829
H22 5.5569 3.0216 -1.0668
H23 4.7273 3.2756 -3.3900
H24 2.6808 2.1028 -4.0868
H25 0.5649 -2.4470 -2.1915
H26 1.5450 -4.4142 -3.3417
H27 2.8490 -4.1004 -5.4243
H28 3.1289 -1.8297 -6.3666
H29 2.1919 0.1206 -5.1970
H30 0.6802 3.2984 -2.8170
H31 -0.4165 4.8129 -4.4222
H32 -1.7065 3.8822 -6.3211
H33 -1.8753 1.4231 -6.6048
H34 -0.7405 -0.0778 -5.0421
Cl1 -5.1646 1.7813 -3.3823
C45 -4.2706 0.3320 -3.0256
Cl2 -3.9302 -0.4068 -5.6731
Cl3 -5.2360 -1.0566 -2.6224
C46 -3.0750 0.4732 -2.4415
N2 -1.9488 0.5801 -2.0429
Cl4 1.6902 7.0313 3.5082
C47 0.9979 5.8096 2.4626
C48 -0.2150 6.0616 1.8447
C49 -0.7635 5.0859 1.0254
C50 -0.0818 3.9009 0.8021
C51 1.1322 3.6619 1.4357
C52 1.6793 4.6170 2.2771
C53 -0.6552 2.8404 -0.0908
O5 -1.8752 2.6885 -0.2170
O6 0.2009 2.0786 -0.6859
H35 -0.7166 7.0050 2.0149
H36 -1.7235 5.2341 0.5464
H37 1.6263 2.7140 1.2722
H38 2.6195 4.4446 2.7844